Record 1
{"formula": "C5H14AlF4N3O10S4", "method": "ωB97M-V/def2-TZVPD", "lumo_ev": -5.2725, "gap_ev": 5.203, "species": ["Al", "N", "S", "O", "O", "F", "S", "O", "O", "F", "N", "S", "O", "O", "F", "S", "O", "O", "F", "C", "O", "H", "H", "H", "C", "C", "C", "O", "C", "N", "H", "H", "H", "H", "H", "H", "H", "H", "H", "H", "H"], "coordinates": [[0.23430, 0.30411, 0.97107], [0.17135, -2.34435, 0.60762], [0.30961, -3.42729, -0.50045], [-0.63667, -4.49834, -0.47010], [1.59570, -3.67856, -1.04008], [-0.33565, -2.52441, -1.69273], [0.31510, -3.35301, 1.94406], [1.22013, -4.43777, 1.90644], [-0.82064, -3.31314, 2.79838], [1.20788, -2.25047, 2.71512], [2.77546, 0.71885, 0.38028], [3.74380, 1.93265, 0.73978], [3.92364, 2.90675, -0.27632], [4.84495, 1.61726, 1.57929], [2.68495, 2.58470, 1.76580], [3.85585, -0.04508, -0.63355], [4.76379, -0.90294, 0.03146], [4.24286, 0.66569, -1.79634], [2.77794, -1.10887, -1.16047], [-1.54904, 3.13240, 3.17098], [-0.75645, 2.58577, 2.20223], [-2.60745, 2.88196, 3.01926], [-1.33730, 2.81862, 4.20285], [-1.43774, 4.22702, 3.10679], [-3.76412, -0.06617, -0.78266], [-2.25762, -0.09199, -0.76654], [-1.63381, 0.33347, -2.05759], [-0.30496, 0.23052, -1.78680], [0.69694, 0.50777, -2.74620], [-1.75351, 0.74210, 0.35846], [-4.17194, 0.89537, -1.11621], [-4.24945, -0.30100, 0.16823], [-4.27341, -0.78118, -1.43515], [-2.00523, -1.10769, -0.45148], [-1.94913, 1.34851, -2.34309], [-1.96230, -0.27864, -2.90459], [1.69855, 0.43674, -2.34951], [0.54499, 1.47121, -3.24329], [0.64664, -0.21422, -3.56938], [-2.38633, 0.66104, 1.16312], [-2.06167, 1.72263, 0.29131]]}

Record 2
{"formula": "CH4N2O2S", "method": "ωB97M-V/def2-TZVPD", "lumo_ev": -1.3595, "gap_ev": 6.811, "de_lowest_kcal_mol": 152.8, "species": ["C", "N", "N", "O", "O", "S", "H", "H", "H", "H"], "coordinates": [[0.63521, 1.01783, -0.46240], [2.86401, 0.42623, -0.39527], [-0.52011, -1.30073, -0.28333], [3.42869, -0.45060, 0.12324], [1.68344, 0.82294, 0.34878], [-0.57670, 2.14867, 0.00038], [0.94709, 1.00229, -1.52901], [0.20662, -1.68580, 0.31989], [-1.22609, -0.78520, 0.26647], [-0.72997, 1.42835, 1.14013]]}

Record 3
{"formula": "C4H9NO2", "method": "ωB97M-V/def2-TZVPD", "lumo_ev": 0.6545, "gap_ev": 9.242, "de_lowest_kcal_mol": 66.2, "species": ["C", "C", "C", "C", "N", "O", "O", "H", "H", "H", "H", "H", "H", "H", "H", "H"], "coordinates": [[-1.53835, -0.05597, 0.17085], [1.30171, 0.61858, 1.07734], [0.94933, -0.40607, -1.13510], [0.51474, -0.47751, 0.30553], [-2.05671, 0.87934, -0.65718], [-2.12615, -1.03800, 0.65987], [0.27380, -1.69146, 0.86654], [2.26133, 0.87419, 0.64082], [0.67993, 1.47279, 1.04027], [1.54498, 0.30972, 2.05603], [0.21401, -0.82684, -1.90800], [1.84957, -1.07983, -1.10953], [1.37867, 0.59227, -1.37757], [-1.60082, 1.57138, -1.22439], [-3.00157, 1.03817, -0.39991], [-0.64446, -1.78077, 0.99441]]}

Question: What is the formula in the third record?
Answer: C4H9NO2

Question: What is the formula in the third record?
Answer: C4H9NO2